Entry 1:
{"formula": "C22H32BCl36NO6", "method": "ωB97M-V/def2-TZVPD", "charge": 0, "spin_multiplicity": 1, "gap_ev": 9.93, "elements": ["Cl", "Cl", "H", "Cl", "Cl", "B", "H", "Cl", "C", "H", "H", "Cl", "H", "Cl", "H", "C", "Cl", "H", "H", "H", "Cl", "C", "C", "H", "Cl", "C", "H", "H", "C", "H", "C", "Cl", "C", "H", "C", "H", "Cl", "C", "C", "Cl", "C", "Cl", "N", "H", "Cl", "C", "Cl", "H", "H", "Cl", "C", "H", "Cl", "Cl", "O", "H", "Cl", "C", "O", "C", "C", "H", "O", "Cl", "H", "C", "O", "O", "H", "H", "Cl", "H", "Cl", "H", "Cl", "H", "C", "Cl", "Cl", "H", "Cl", "C", "Cl", "Cl", "Cl", "Cl", "O", "H", "H", "Cl", "H", "Cl", "C", "C", "Cl", "H", "Cl", "Cl"], "positions_angstrom": [[-6.54594, 1.65366, 9.24027], [2.96189, 1.28550, -6.96513], [-1.83455, 0.57456, -2.00309], [4.95322, 4.52028, -10.01078], [10.37893, -2.22027, -5.82427], [3.98676, -1.57016, -0.85582], [2.97404, 2.42174, 0.30974], [5.55257, -0.04448, -6.99005], [3.41694, 0.20593, -2.40254], [4.90608, 0.42487, 0.52187], [9.57477, -2.81923, -7.93811], [4.10234, -9.22404, 1.14720], [-1.91530, 3.41502, 2.18037], [0.62458, -5.02230, 0.80854], [-0.60338, 0.25312, 1.95230], [-1.40904, 1.32345, -0.05644], [2.77148, -6.40982, 2.17041], [4.00112, 0.09029, -5.24038], [-0.22629, -9.18432, 5.84561], [3.03170, -0.20806, 1.78598], [-0.98384, -10.73688, 4.26712], [-7.62135, 4.85827, 4.16772], [2.93749, 1.32923, 0.31438], [-0.88625, -0.56491, -1.00313], [-1.32561, 3.52762, 4.45038], [-4.84783, 0.96198, -3.85773], [4.16416, -4.45419, 1.40088], [-6.61878, 4.83838, 3.75775], [-1.69136, 0.16799, -0.99816], [0.47318, -6.50411, 2.60540], [4.28604, 0.85196, -0.27318], [-5.52378, 0.22506, -2.40437], [4.80362, -4.53443, 0.52333], [2.07798, 1.04208, -0.28975], [0.26607, 0.50701, 1.33218], [4.16900, -4.86833, -0.29789], [-8.49124, 0.02001, 7.83115], [2.75940, 0.85193, 1.77221], [-7.22430, 6.75943, -0.66880], [-10.60835, 9.95479, -0.45882], [1.16160, -5.71627, 2.34151], [-9.31439, 2.51289, 9.07323], [4.21697, -0.18156, -1.33638], [4.85526, 1.68850, -0.67683], [-2.11298, 5.69584, 2.68268], [9.13460, -2.34999, -7.06862], [-3.98023, 3.55058, 3.26662], [2.42473, -2.72867, -0.77772], [5.59645, -5.25854, 0.70988], [-5.76629, 0.48997, -5.28620], [-0.46570, -9.13676, 4.79154], [1.76877, -0.71818, -2.41849], [-7.63306, 5.95771, 5.54596], [-1.75182, -7.95054, 4.56770], [2.57951, -0.76054, -2.94474], [4.38364, 3.44438, -8.01085], [-10.51903, 10.56498, 2.37955], [5.21290, 4.06403, -8.32493], [5.01435, -2.48275, -0.97446], [5.46006, -3.15334, 0.20888], [1.33018, 1.06026, 2.27496], [-4.91196, 2.03692, -3.75249], [2.75907, -1.95710, -0.30645], [-7.96608, 5.40465, -1.52481], [1.10934, 2.09721, 2.53376], [-8.00518, 1.66672, 8.24812], [3.43770, 1.31919, -2.86142], [-0.12019, 1.52850, 0.37776], [-7.78524, 2.19823, 7.33148], [0.57921, -0.42574, 0.85805], [7.79800, -3.35975, -6.51469], [1.23343, 0.50210, 3.21357], [-6.28643, 6.18437, 0.71141], [-2.62020, -0.32429, -0.71608], [-6.21360, 7.71080, -1.75904], [5.39467, -2.51925, 1.09849], [3.69370, -10.69820, 2.02991], [-9.94711, 7.87409, 1.45531], [5.04667, -11.22202, 3.03385], [3.46858, 1.40416, 2.39394], [6.69203, 3.12078, -8.15215], [-10.89386, 9.33952, 1.17046], [3.20555, -11.97697, 0.91798], [8.55419, -0.75248, -7.54170], [0.98851, -8.63303, 3.91939], [3.12348, -1.59032, -6.61529], [-2.28640, 2.07474, 0.26640], [2.85643, -10.47950, 2.68004], [-11.94162, 9.08494, 1.25835], [-8.04683, 3.21951, 4.67527], [6.51767, -3.37587, 0.06501], [5.25615, 5.49289, -7.28990], [-2.28172, 3.97585, 3.03338], [3.92486, -0.04694, -6.31156], [1.13686, -4.51062, 3.63048], [-8.01378, 7.39711, -0.30190], [-3.14308, 0.52974, -4.03918], [-8.72452, 5.41939, 2.91458]], "atomic_forces_ev_per_a": [[0.0, 0.0, 0.0], [0.0, 0.0, 0.0], [0.2, 0.0, 0.3], [0.0, 0.0, 0.0], [0.0, 0.0, 0.0], [0.2, -0.8, -0.3], [-0.3, 0.0, -0.1], [-0.3, -0.1, 0.2], [0.5, 1.1, 0.2], [0.0, 0.0, 0.0], [0.0, 0.0, 0.0], [0.1, -0.2, 0.0], [-0.1, 0.0, 0.0], [0.0, 0.1, 0.0], [-0.1, 0.1, -0.2], [-0.5, 0.0, -0.3], [-0.3, -0.2, 0.2], [-0.1, 0.1, 0.0], [0.0, 0.0, 0.0], [-0.2, 0.0, 0.3], [0.0, 0.0, 0.0], [-0.1, 0.1, 0.0], [0.7, 0.2, 0.4], [0.0, 0.0, -0.1], [0.0, 0.0, 0.0], [-0.1, -0.1, 0.0], [0.2, 0.0, -0.1], [0.0, 0.0, 0.0], [0.5, 0.1, 0.3], [0.0, 0.0, 0.0], [0.6, 0.1, -0.2], [0.0, 0.0, 0.0], [-0.1, 1.2, -0.1], [0.2, -0.1, -0.2], [-0.2, 0.2, 0.8], [0.2, -0.1, -0.1], [0.0, 0.1, 0.0], [-0.1, 0.4, -0.9], [0.2, -0.1, -0.1], [0.0, 0.0, 0.0], [0.1, 0.3, 0.0], [0.0, 0.0, 0.0], [-1.8, -0.6, 0.0], [-0.1, 0.0, 0.0], [0.0, 0.0, 0.0], [-0.1, 0.0, 0.1], [0.0, -0.1, 0.0], [0.1, -0.3, 0.5], [-0.2, -0.1, 0.0], [0.0, 0.0, 0.0], [-0.1, -0.1, -0.1], [0.0, -0.2, -0.1], [0.0, 0.0, 0.0], [0.0, 0.0, 0.0], [0.5, -0.2, 0.3], [0.0, 0.0, 0.0], [0.0, 0.0, 0.0], [0.1, 0.0, 0.0], [-0.3, 0.7, 0.6], [0.3, -1.4, 0.2], [0.3, -0.7, 0.2], [0.0, 0.0, 0.0], [0.2, 0.6, -0.5], [0.0, 0.0, 0.0], [0.0, 0.0, -0.3], [0.0, 0.0, 0.1], [-0.1, -0.3, -0.1], [-0.5, -0.6, 0.0], [0.0, 0.0, 0.0], [0.2, 0.1, -0.3], [0.0, 0.0, 0.0], [-0.1, 0.1, 0.0], [0.2, 0.1, -0.1], [0.0, 0.1, 0.0], [0.0, 0.0, 0.0], [-0.1, 0.2, -0.2], [0.1, 0.0, 0.0], [-0.1, 0.2, 0.0], [0.0, 0.0, 0.0], [0.0, -0.2, 0.1], [0.0, 0.1, 0.0], [0.1, 0.1, -0.1], [0.0, 0.0, 0.0], [0.3, 0.0, -0.1], [0.1, -0.1, 0.1], [0.0, 0.0, 0.0], [0.2, 0.2, 0.1], [0.0, 0.0, 0.0], [0.0, 0.0, 0.0], [0.0, -0.1, 0.0], [0.0, 0.4, -0.2], [0.0, 0.0, 0.0], [0.0, 0.1, -0.1], [0.1, 0.0, 0.0], [0.0, 0.0, 0.0], [-0.1, 0.0, 0.0], [-0.2, 0.0, -0.3], [-0.1, -0.3, 0.2]]}

=====

Entry 2:
{"formula": "C22H32Br2Ge2N3O8P2W", "method": "ωB97M-V/def2-TZVPD", "s_squared": 0.75, "charge": 0, "relative_energy_kj_mol": 0.0, "spin_multiplicity": 2, "gap_ev": [6.34, 6.37], "elements": ["H", "H", "H", "N", "O", "P", "H", "N", "C", "O", "H", "H", "C", "H", "C", "H", "C", "H", "H", "O", "H", "O", "C", "H", "H", "C", "H", "H", "H", "C", "Ge", "C", "H", "H", "H", "Br", "H", "C", "H", "W", "H", "C", "H", "O", "H", "C", "H", "O", "H", "H", "C", "C", "C", "C", "H", "C", "C", "O", "C", "C", "Br", "O", "H", "C", "H", "C", "C", "P", "H", "N", "H", "Ge"], "positions_angstrom": [[-0.20080, 3.77940, -0.91070], [1.83090, 6.53250, -3.45800], [1.64230, 3.80950, 0.74610], [3.25150, -0.88940, 3.71620], [-0.33350, -1.59380, 3.52230], [1.49370, -2.97770, 0.46710], [0.16330, 2.40920, 4.01830], [1.67970, -0.76960, 1.89920], [1.52590, -1.25750, -3.56570], [0.05610, -2.71070, 1.18590], [3.86230, 0.27220, -2.62890], [2.06730, -3.01200, -4.65420], [0.45390, 3.96960, -1.74540], [-1.19800, 3.45050, 0.82510], [1.57320, 5.52180, -3.18510], [3.82560, 2.78590, 0.77650], [2.05770, 4.45860, -3.93180], [-0.02380, 0.81680, 3.28390], [1.59410, 1.53430, 3.48170], [1.63340, -1.77750, -0.48750], [5.06770, 1.05280, -1.62090], [1.08260, -4.20540, -0.43910], [1.60600, -2.03730, -4.70110], [0.34960, 6.09450, -1.52860], [0.96190, 4.50500, 2.22130], [2.44470, -0.78810, 2.81460], [0.11240, 0.05470, -6.88250], [4.60360, -1.71230, -0.68730], [5.17720, 1.67200, 0.82440], [0.41340, 2.43520, 1.88050], [3.14380, 0.38590, -0.04520], [0.51160, -0.31370, -5.95060], [3.66320, 1.95860, -2.16050], [1.12870, -2.19580, -6.77890], [-1.74090, 2.19830, 1.96340], [-0.99290, -1.68350, -1.32280], [0.37260, -4.12070, -1.08490], [0.92840, 0.00420, -3.59420], [-3.91350, 0.84530, -2.41390], [0.68430, -0.37280, 0.20090], [-2.51130, -2.77940, 2.66850], [-2.86740, 1.03180, -2.27610], [2.16300, 2.33610, -4.14250], [-0.79060, -0.39480, 1.28110], [5.41500, -0.68000, 0.48480], [4.00400, 0.98540, -1.81940], [-1.15590, 3.74920, 2.55820], [2.58390, -3.28700, 1.36440], [-0.04480, 1.43600, -4.83540], [4.00890, 1.66990, 2.13490], [-1.01660, 2.99120, 1.79250], [1.40010, 3.61170, 1.78790], [0.75630, 5.27120, -2.09580], [1.08490, -1.57470, -5.89760], [2.66900, 4.64710, -4.80240], [4.46700, -1.14240, 0.22850], [4.10390, -0.18050, 4.37390], [0.68580, 1.51710, 0.80590], [4.12330, 1.78610, 1.06240], [1.76240, 3.15990, -3.57310], [-2.24790, 1.19850, -0.52760], [-2.20900, -2.26960, 1.92140], [1.94870, -1.63930, -2.63960], [0.55160, 1.74610, 3.24770], [-2.12670, 0.85660, -3.03950], [0.97610, 2.88470, -2.45010], [0.42170, 0.46170, -4.81240], [-0.75110, -1.65980, 2.13040], [2.31640, 3.38660, 2.32160], [4.87210, 0.43160, 4.96840], [4.18940, -1.83820, 1.01200], [0.69850, 0.98920, -1.86610]], "atomic_forces_ev_per_a": [[0.0, 0.0, 0.2], [0.0, 0.1, 0.0], [0.0, 0.1, -0.1], [-0.9, -1.1, -0.2], [-0.1, 0.0, 0.1], [-0.6, -3.9, 1.0], [0.0, 0.1, 0.1], [1.0, 0.5, 0.7], [0.2, 0.0, 0.4], [0.5, 0.4, 0.2], [-0.1, -0.1, -0.1], [0.1, -0.1, 0.0], [-0.1, -0.4, 0.2], [-0.1, 0.1, 0.0], [0.0, -0.2, 0.0], [-0.1, 0.2, 0.0], [0.1, 0.2, -0.1], [0.1, 0.2, 0.1], [0.0, 0.0, 0.0], [2.1, -1.4, -1.5], [0.2, 0.0, 0.2], [0.6, -0.1, 0.1], [0.1, -0.1, -0.1], [0.0, 0.0, 0.1], [0.0, 0.1, 0.1], [0.0, 0.3, -0.9], [-0.1, 0.1, -0.1], [-0.1, 0.0, -0.2], [0.0, -0.2, -0.1], [-0.2, 0.2, 0.8], [4.0, 0.9, -0.8], [-0.1, -0.1, -0.3], [0.0, 0.2, 0.0], [0.0, 0.0, -0.1], [-0.1, 0.0, 0.0], [-0.7, 0.2, -1.1], [-0.2, 0.4, 0.1], [-0.2, 0.0, 0.5], [-0.2, 0.0, 0.0], [0.4, 4.0, -0.9], [-0.1, -0.2, 0.5], [0.2, 0.1, 0.2], [0.1, 0.0, -0.1], [-3.0, 0.9, 2.6], [0.1, 0.2, 0.0], [-0.9, -0.1, 0.2], [0.0, 0.0, 0.1], [0.1, -0.3, 0.0], [-0.1, 0.1, -0.2], [-0.1, 0.0, 0.2], [0.3, -0.3, -0.2], [-0.1, -0.4, -0.2], [0.0, 0.2, -0.1], [0.0, 0.1, 0.0], [0.1, 0.0, 0.0], [-0.9, 0.3, 0.0], [0.2, 0.5, 0.2], [-0.4, 0.1, -0.4], [-1.0, -0.4, -0.2], [0.0, -0.7, 0.2], [-0.6, 0.7, -1.0], [0.3, 0.6, -0.5], [-0.1, 0.0, -0.2], [-0.1, -0.1, -0.3], [-0.1, 0.0, 0.0], [-0.6, -0.2, 0.6], [0.0, 0.2, 0.7], [-1.7, -3.0, 2.3], [0.1, 0.0, 0.0], [0.5, 0.4, 0.4], [0.0, 0.0, 0.0], [1.8, 0.8, -2.8]]}